[1]
{
  "formula": "C41H61ClIN9O2PPt",
  "method": "ωB97M-V/def2-TZVPD",
  "species": ["Pt", "C", "C", "N", "C", "C", "C", "O", "C", "C", "N", "C", "C", "C", "C", "C", "C", "I", "C", "O", "H", "H", "H", "H", "H", "H", "H", "H", "H", "H", "H", "H", "C", "N", "C", "C", "N", "N", "C", "C", "H", "H", "H", "H", "H", "H", "H", "H", "H", "H", "H", "H", "H", "N", "P", "N", "C", "C", "C", "C", "C", "N", "C", "C", "C", "C", "C", "N", "C", "C", "C", "C", "C", "H", "H", "H", "H", "H", "H", "H", "H", "H", "H", "H", "H", "H", "H", "H", "H", "H", "H", "H", "H", "H", "H", "H", "H", "H", "H", "H", "H", "H", "H", "Cl", "C", "C", "C", "C", "C", "C", "C", "H", "H", "H", "H", "H", "H"],
  "xyz": [[-1.926956, -2.286845, 1.455827], [1.823814, -4.842275, 0.777557], [0.720632, -5.109537, -0.137325], [0.891192, -6.087985, -0.982430], [-0.068798, -6.353576, -1.872294], [-1.269929, -5.666201, -1.957849], [-2.263428, -6.180228, -2.950929], [-2.567090, -5.096349, -3.833961], [-1.540096, -4.646341, -0.998640], [-2.507886, -3.620744, -1.147300], [-2.973487, -2.801661, -0.193734], [-4.129665, -2.153165, -0.395942], [-5.098710, -2.671163, -1.340953], [-6.371703, -2.162018, -1.473525], [-6.716268, -1.030579, -0.770903], [-5.792541, -0.442891, 0.108973], [-4.516744, -1.029685, 0.316214], [-3.133547, -0.093057, 1.739892], [-0.550129, -4.507908, 0.008724], [-0.791984, -4.001505, 1.205627], [2.379153, -5.837266, 1.008057], [1.369463, -4.457159, 1.710661], [2.517008, -4.082522, 0.393168], [0.142066, -7.207310, -2.544794], [-3.236143, -6.480748, -2.466886], [-1.785901, -7.002318, -3.518586], [-3.152757, -5.390742, -4.536255], [-2.892897, -3.577544, -2.199566], [-4.761720, -3.468961, -2.053207], [-7.128255, -2.685390, -2.086338], [-7.742048, -0.680989, -0.828961], [-6.063501, 0.452036, 0.673504], [-4.272468, -3.754635, 3.110638], [-3.552225, -3.122920, 4.241894], [-4.275958, -2.374158, 5.218650], [-2.193939, -3.333471, 4.340384], [-1.426467, -3.067582, 3.308774], [-1.619791, -4.006889, 5.395241], [-0.193761, -3.712888, 5.807086], [-2.396991, -4.759278, 6.339213], [-5.188650, -4.193504, 3.521675], [-3.657254, -4.538070, 2.659332], [-4.590639, -3.116078, 2.300911], [-3.699094, -2.306654, 6.130387], [-5.232568, -2.870949, 5.398690], [-4.529920, -1.352873, 4.827445], [-0.478949, -3.455487, 3.283609], [0.260831, -3.154826, 4.982784], [0.402966, -4.604132, 5.998803], [-0.227217, -3.067241, 6.696559], [-2.461629, -4.177274, 7.279207], [-1.971770, -5.749144, 6.475756], [-3.422494, -4.814683, 5.936922], [1.937087, 2.288169, -0.018709], [2.210127, 2.826282, -1.406314], [1.443842, 4.350390, -1.696636], [1.657718, 5.026042, -2.954807], [1.625434, 6.565938, -2.805760], [0.170628, 6.962086, -2.242685], [-0.179993, 6.125673, -0.949442], [0.207413, 4.675881, -1.029861], [3.799371, 3.118148, -1.897345], [4.626885, 1.940297, -2.158755], [5.540764, 1.523431, -1.019325], [6.462136, 2.670944, -0.581064], [5.654478, 3.885085, -0.255525], [4.539880, 4.253276, -1.287509], [1.674224, 1.701827, -2.538481], [0.672450, 0.759070, -2.071163], [-0.547990, 0.620364, -3.073414], [-0.183545, 0.622045, -4.576442], [0.873342, 1.670441, -4.791873], [2.114351, 1.468885, -3.915739], [1.044397, 4.595115, -3.727565], [2.697854, 4.689214, -3.225633], [1.743443, 6.960340, -3.809372], [2.389529, 6.915316, -2.062079], [-0.547153, 6.864939, -3.103297], [0.215920, 8.016121, -1.949895], [-1.257787, 6.137212, -0.799161], [0.290712, 6.604705, -0.054020], [-0.590810, 4.162732, -1.632974], [0.243997, 4.273705, -0.016421], [5.232308, 2.076004, -3.089725], [3.957849, 1.091008, -2.378143], [6.147427, 0.666262, -1.300544], [4.953907, 1.222804, -0.149616], [7.177357, 2.838436, -1.405128], [7.054247, 2.300398, 0.259706], [6.288313, 4.715360, -0.335158], [5.360387, 3.784644, 0.743518], [5.013108, 4.795487, -2.114160], [3.864657, 4.988536, -0.865694], [0.259184, 1.177878, -1.158147], [1.158405, -0.190595, -1.791221], [-1.180981, 1.510960, -2.881026], [-1.154773, -0.246747, -2.750151], [-1.082914, 0.873896, -5.071087], [0.052964, -0.357298, -4.927272], [0.474160, 2.697366, -4.585445], [1.319436, 1.713740, -5.744304], [2.924716, 2.163164, -4.223735], [2.518700, 0.413998, -4.009336], [1.192313, 5.973704, 3.446239], [1.280370, 4.358842, 2.738746], [0.581523, 3.319356, 3.430419], [0.741605, 1.982820, 3.187802], [1.764269, 1.592971, 2.298800], [2.223737, 0.320800, 2.207065], [2.400489, 2.660065, 1.309913], [2.107475, 4.129467, 1.692779], [-0.192686, 3.638158, 4.120244], [0.151565, 1.139725, 3.574297], [1.872496, -0.436815, 2.882233], [2.854330, -0.055229, 1.415736], [3.454491, 2.614773, 1.508162], [2.567736, 4.987725, 1.253680]],
  "atomic_forces_ev_per_a": [[0.774, -1.160, -0.400], [1.063, -0.881, 2.047], [-1.391, -0.572, -0.338], [0.681, -0.468, -1.492], [-0.374, -0.447, -0.193], [0.400, -0.711, 0.035], [-0.595, 0.463, -0.056], [-0.038, 0.343, -0.419], [0.820, 0.884, -0.001], [0.168, -2.511, -2.490], [0.937, 1.267, 0.805], [-2.100, -0.398, -1.066], [0.876, -0.489, -0.622], [0.206, -0.711, -0.313], [-0.137, 0.718, 1.202], [0.475, -0.452, 0.164], [-1.615, 1.271, -0.304], [-1.140, 0.873, -0.221], [0.478, -0.817, 1.138], [0.539, 0.442, -0.839], [-0.782, 1.873, -0.482], [0.590, -0.151, -0.249], [0.009, -0.273, 0.026], [-0.273, 0.566, 0.379], [0.999, -0.135, -0.250], [-0.498, 0.161, 0.384], [-0.046, -0.135, -0.003], [0.131, 0.269, 1.319], [-0.534, 0.572, 1.185], [0.683, 0.456, 0.178], [0.235, 0.341, 0.007], [0.055, -0.285, -0.173], [-0.033, -0.256, 0.656], [0.893, -0.962, -0.894], [-0.854, 0.654, -0.502], [1.237, -0.908, -0.783], [-0.423, 0.938, 0.954], [1.035, 0.901, 0.203], [-1.412, 0.476, -0.737], [-1.037, 0.992, 0.225], [0.145, -0.140, 0.017], [-0.041, 0.098, 0.243], [0.083, 0.706, -0.103], [0.000, 0.163, 0.281], [0.032, 0.006, 0.320], [0.341, -0.632, 0.442], [-0.827, -0.263, -0.015], [0.091, -0.115, 0.458], [-0.336, -0.115, -0.028], [0.140, -0.268, -0.101], [0.073, -0.663, -0.023], [-0.031, -0.036, 0.186], [0.444, -0.346, 0.270], [0.121, -0.569, 3.384], [0.416, 1.607, -3.703], [1.557, -0.656, 1.266], [2.692, -0.160, 0.349], [-1.925, -0.853, 1.081], [1.206, -0.392, -0.291], [0.646, 1.315, -0.649], [-1.049, -1.348, -0.746], [-0.345, 0.232, 1.015], [0.095, -0.941, -0.794], [0.285, 0.549, 0.389], [0.342, -1.478, -1.153], [-0.485, -0.004, -1.858], [0.487, -0.630, -0.317], [0.693, 0.563, 1.236], [-1.100, -0.255, -0.474], [0.504, 0.184, 0.947], [-0.122, 0.291, 1.663], [0.830, 0.765, 0.520], [-0.242, 0.019, 0.438], [-0.833, 0.338, -0.511], [-0.854, 0.652, -0.187], [0.303, 0.508, 0.111], [-0.424, -0.346, -0.933], [0.401, -0.139, 1.071], [-0.254, -0.110, -0.203], [-0.052, 0.204, 0.173], [-0.219, -0.205, -0.724], [0.116, 0.155, 0.758], [-0.292, -0.286, -0.166], [-0.323, 0.209, 0.602], [0.283, 0.414, 0.077], [-0.070, -0.141, -0.189], [-0.301, -0.113, 0.041], [-0.219, 0.192, 0.229], [0.005, 0.392, 0.079], [1.037, 1.411, 0.431], [-1.086, 0.106, 1.540], [0.201, -0.145, 0.012], [-0.383, -0.112, 0.163], [-0.063, -0.304, 0.126], [-0.278, -0.032, -0.363], [0.280, -0.326, -0.133], [0.337, 0.272, -0.346], [-0.951, 0.402, -0.844], [0.708, -0.721, -0.196], [0.221, -0.848, -0.090], [-0.203, -0.168, -1.837], [-0.559, -0.328, 0.387], [-0.421, 0.936, 0.046], [-0.252, -0.768, -0.553], [0.035, 0.272, 1.416], [-1.035, 1.083, -0.057], [0.900, -1.289, -0.746], [0.747, 1.720, -1.247], [-0.539, -0.639, -0.259], [-2.069, 0.343, -0.334], [-0.557, -1.826, 0.611], [0.169, 0.022, 0.144], [0.008, 0.866, 0.421], [-0.235, -0.190, 0.310], [0.364, 0.419, -0.075], [1.176, -0.325, -0.377], [0.461, 0.071, -0.710]],
  "charge": 1,
  "multiplicity": 5,
  "homo_energy_ev": [-6.6, -8.7],
  "largest_force_ev_per_a": 4.06,
  "s_squared": 6.11
}

[2]
{
  "formula": "C2H4I2O",
  "method": "ωB97M-V/def2-TZVPD",
  "species": ["C", "C", "O", "I", "I", "H", "H", "H", "H"],
  "xyz": [[1.597147, 0.166403, -0.900313], [-1.125718, -0.017409, 0.398691], [-0.879416, 0.202560, 1.700378], [-1.943348, -1.936299, -0.091530], [-2.086368, 1.662328, -0.450188], [2.220110, 0.089591, -0.034960], [1.307468, -0.716950, -1.430843], [1.414388, 1.121598, -1.337327], [-0.504259, -0.571822, 2.146091]],
  "atomic_forces_ev_per_a": [[-0.309, -0.194, 0.083], [0.169, 0.081, 0.017], [-0.059, 0.078, 0.020], [0.128, 0.221, 0.057], [0.120, -0.263, 0.072], [0.169, -0.033, 0.304], [-0.053, -0.252, -0.132], [-0.108, 0.410, -0.145], [-0.057, -0.050, -0.276]],
  "homo_energy_ev": [-8.7, -7.9],
  "largest_force_ev_per_a": 0.45
}

[3]
{
  "formula": "C22H37ClGdO4Si",
  "method": "ωB97M-V/def2-TZVPD",
  "species": ["C", "C", "C", "H", "C", "C", "H", "H", "H", "H", "Gd", "Cl", "C", "C", "C", "H", "C", "C", "H", "H", "H", "H", "C", "C", "C", "C", "O", "Si", "O", "O", "C", "C", "C", "C", "O", "C", "C", "C", "C", "H", "H", "H", "H", "H", "H", "H", "H", "H", "H", "H", "H", "H", "H", "H", "H", "H", "H", "H", "H", "H", "H", "H", "H", "H", "H", "H"],
  "xyz": [[-1.334456, 0.655476, -2.691297], [-2.612509, 0.464663, -3.274351], [-2.760473, -0.933463, -3.521329], [-3.313503, 1.228663, -3.599472], [-1.647383, -1.613515, -2.965143], [-0.730721, -0.622333, -2.511474], [0.308414, -0.829427, -2.266998], [-0.848074, 1.613779, -2.495450], [-3.553404, -1.404299, -4.103063], [-1.481697, -2.686983, -2.988183], [-2.966545, -0.533207, -0.869258], [-3.731285, 1.269003, 0.653717], [-5.260723, -1.477930, -0.395231], [-5.059141, -2.580754, -1.283752], [-5.253292, -2.112971, -2.607006], [-4.930158, -3.627887, -1.009091], [-5.485406, -0.713357, -2.563042], [-5.524044, -0.311529, -1.202849], [-5.800591, 0.679894, -0.853538], [-5.284909, -1.519972, 0.693010], [-5.224171, -2.727074, -3.511037], [-5.674359, -0.066299, -3.421923], [3.764950, -0.522803, -2.318925], [3.246991, -0.871598, -0.934684], [3.149397, -2.378603, -0.814362], [4.223215, -0.279769, 0.058731], [1.884652, -0.290364, -0.816159], [0.821921, 0.235146, 0.358546], [-0.670843, -0.331537, 0.172000], [1.649318, -0.052783, 1.781042], [1.551399, -0.872333, 2.965836], [0.321157, -1.767889, 2.936545], [2.848128, -1.649180, 3.101038], [1.572320, 0.019389, 4.200562], [1.026355, 1.883380, 0.131477], [0.457021, 3.018526, 0.812947], [-0.816603, 3.426209, 0.075094], [0.286382, 2.774251, 2.309115], [1.459250, 4.161370, 0.678557], [4.757445, -0.960691, -2.498140], [3.857359, 0.557927, -2.422675], [3.096321, -0.894217, -3.097532], [4.139754, -2.828981, -0.942074], [2.749921, -2.697355, 0.147176], [2.500105, -2.783976, -1.595642], [4.265589, 0.809982, -0.020086], [4.010319, -0.533317, 1.095409], [5.234079, -0.664183, -0.160465], [0.358366, -2.490860, 2.109808], [0.253099, -2.367522, 3.861492], [-0.617790, -1.205136, 2.859117], [3.680838, -0.938606, 3.153077], [2.814167, -2.220408, 4.042731], [3.020242, -2.343156, 2.272393], [2.488455, 0.616764, 4.193888], [0.714132, 0.683894, 4.289744], [1.596456, -0.622410, 5.089024], [-1.573294, 2.633975, 0.054201], [-1.266594, 4.310721, 0.542968], [-0.542609, 3.689374, -0.956426], [1.274667, 2.636291, 2.778443], [-0.141240, 3.682300, 2.764627], [-0.377435, 1.942583, 2.573477], [2.382049, 3.923321, 1.216120], [1.695972, 4.339878, -0.373697], [1.023044, 5.071920, 1.112442]],
  "atomic_forces_ev_per_a": [[0.796, -0.431, -0.306], [0.259, -0.314, -0.399], [-0.083, -0.294, -0.099], [0.192, -0.093, 0.130], [0.316, 0.821, -0.650], [-0.206, 0.146, -1.187], [-0.543, 0.247, 0.490], [-0.290, -0.398, 0.171], [0.410, 0.338, 0.431], [0.005, 0.197, -0.037], [2.188, -0.514, -0.348], [-0.139, 1.215, 1.052], [-0.391, -0.161, -0.275], [-0.503, 0.326, -0.450], [-0.067, -0.023, 0.600], [0.121, 0.380, 0.030], [-0.747, -0.305, 0.928], [-0.810, -0.547, -0.828], [0.227, -0.408, -0.023], [-0.044, 0.039, -0.278], [0.153, 0.240, 0.396], [0.172, -0.219, 0.336], [-0.057, 0.088, -0.483], [-1.487, 0.783, 0.189], [-0.043, -0.372, -0.034], [0.587, 0.029, 0.520], [1.429, -0.913, -0.387], [-0.281, 0.003, -0.399], [0.556, 0.257, 0.708], [-0.343, -0.503, 0.910], [-0.018, 0.695, -0.652], [-0.284, -0.577, 0.287], [0.151, -0.689, -0.036], [-0.318, 0.231, 0.317], [-0.295, 0.200, 0.500], [0.298, -0.503, -0.460], [-0.207, -0.019, 0.062], [-0.187, 0.318, 0.446], [0.118, 0.122, -0.013], [-0.201, 0.022, 0.174], [-0.088, 0.043, -0.026], [-0.081, 0.057, 0.042], [-0.034, 0.026, 0.051], [-0.033, 0.112, 0.067], [-0.008, 0.112, 0.056], [-0.161, -0.083, -0.053], [-0.190, 0.041, -0.175], [-0.256, 0.086, -0.021], [0.024, 0.338, 0.025], [0.174, 0.231, -0.168], [0.352, 0.050, -0.166], [-0.097, -0.222, -0.025], [0.139, 0.068, -0.310], [-0.043, 0.092, 0.100], [-0.160, 0.058, -0.010], [-0.053, -0.007, -0.147], [-0.028, 0.134, -0.040], [0.288, 0.111, 0.072], [0.035, -0.087, -0.036], [-0.105, -0.104, 0.200], [-0.376, -0.213, -0.226], [0.011, -0.202, -0.126], [0.154, 0.044, -0.282], [-0.042, 0.021, -0.097], [-0.021, -0.010, 0.087], [0.162, -0.110, -0.125]],
  "charge": -1,
  "multiplicity": 8,
  "homo_energy_ev": [-4.3, -4.3],
  "largest_force_ev_per_a": 2.27,
  "s_squared": 16.08
}